{"formula": "C12H32AsNO7P3RhS4", "method": "ωB97M-V with the def2-TZVPD basis set", "symbols": ["Rh", "N", "C", "C", "P", "O", "O", "O", "P", "O", "O", "O", "H", "H", "H", "H", "H", "H", "H", "H", "S", "As", "S", "S", "S", "C", "C", "C", "C", "O", "H", "H", "H", "H", "H", "H", "H", "H", "H", "C", "C", "P", "C", "C", "C", "C", "H", "H", "H", "H", "H", "H", "H", "H", "H", "H", "H", "H", "H", "H", "H"], "positions_angstrom": [[-1.64, -0.09, 0.36], [2.06, -1.78, 0.56], [2.15, -2.06, 2.06], [3.58, -2.19, 2.54], [1.26, -3.71, 2.14], [2.40, -4.54, 1.24], [1.29, -4.28, 3.51], [0.09, -3.53, 1.25], [1.33, -0.55, 2.77], [2.51, 0.56, 2.31], [1.29, -0.56, 4.24], [0.25, -0.26, 1.79], [2.73, -2.36, 0.05], [2.20, -0.79, 0.35], [1.09, -2.06, 0.29], [4.08, -3.03, 2.07], [3.54, -2.37, 3.62], [4.15, -1.27, 2.37], [2.65, -5.31, 1.76], [2.91, 0.89, 3.12], [-6.21, -1.52, 0.71], [-4.90, 0.06, 1.13], [-2.97, -0.60, 2.09], [-3.59, 0.50, -0.63], [-5.64, 1.82, 2.01], [-1.37, -0.82, -3.25], [-0.82, -1.66, -2.10], [0.43, -2.42, -2.59], [-1.87, -2.68, -1.64], [-0.37, -0.86, -1.05], [-1.66, -1.45, -4.10], [-0.62, -0.10, -3.60], [-2.26, -0.27, -2.93], [0.20, -3.06, -3.45], [0.81, -3.04, -1.78], [1.20, -1.70, -2.88], [-2.09, -3.40, -2.44], [-2.80, -2.19, -1.37], [-1.49, -3.21, -0.77], [-1.83, 2.83, -2.49], [-1.57, 3.16, -1.02], [-0.69, 1.87, -0.06], [-0.29, 2.71, 1.53], [-0.19, 4.23, 1.53], [0.91, 1.74, -0.96], [1.75, 2.99, -1.13], [-2.38, 3.65, -2.96], [-2.42, 1.92, -2.59], [-0.89, 2.70, -3.04], [-2.49, 3.38, -0.49], [-0.94, 4.05, -0.97], [0.62, 2.24, 1.88], [-1.07, 2.38, 2.22], [0.55, 4.61, 0.83], [0.09, 4.57, 2.53], [-1.15, 4.70, 1.29], [0.66, 1.28, -1.92], [1.46, 0.96, -0.43], [1.20, 3.81, -1.59], [2.61, 2.78, -1.77], [2.14, 3.34, -0.17]], "total_charge": -2, "total_energy_ha": -6021.4114, "gap_ev": 5.93, "homo_ev": -1.8}